--- w ---
ORCA calculation (the ωB97M-V functional and the def2-TZVPD basis) on 2 unconnected molecules or ions with the total composition C8H12O3.

Geometry as XYZ:
```
23
Properties=species:S:1:pos:R:3
C -1.6422 2.5834 -0.5144
C -2.0962 1.4373 0.3901
C -1.6551 0.1489 -0.2081
C -1.9560 -1.0946 0.1977
C -1.2589 -2.2710 -0.2948
O -0.4584 -2.2628 -1.2138
H -2.1817 3.4887 -0.2505
H -0.5753 2.7549 -0.4347
H -1.8713 2.3669 -1.5589
H -1.6840 1.6060 1.4008
H -3.1780 1.4579 0.5226
H -0.8992 0.1691 -0.9934
H -2.7394 -1.2863 0.9299
H -1.5387 -3.2017 0.2583
C 0.7559 -0.7810 1.6650
C 1.5398 -0.7797 0.5908
C 2.0283 0.4974 -0.0245
O 1.5097 1.5818 0.1169
O 3.2046 0.4234 -0.7041
H 0.5799 -1.6864 2.2661
H 0.3305 0.1384 2.0466
H 1.8984 -1.7030 0.1329
H 3.5193 -0.4896 -0.7227
```

Its structure (SMILES) is CC/C=C/C=O.C=CC(=O)O. The HOMO energy comes out at -9.74 eV. Its total charge is 0.


--- x ---
ORCA calculation (the ωB97M-V functional and the def2-TZVPD basis) on 2 unconnected molecules or ions with the total composition C8H12O3.

Geometry as XYZ:
```
23
Properties=species:S:1:pos:R:3
C -2.3011 1.3113 2.0414
C -1.6649 1.0006 3.0512
C 1.4694 -1.0619 0.3184
C -0.2288 0.4116 -0.1026
C 0.8181 0.9851 0.8382
C 0.4236 -0.8144 -0.7379
C -0.6307 -1.9040 -1.0236
C 1.2332 -0.5428 -1.9935
O 1.6498 -0.0226 1.0471
O -0.7710 1.4497 -0.9281
O 0.6920 2.1798 1.4580
H -2.7397 1.4805 1.0916
H -1.1239 0.8996 3.8898
H 2.3100 -1.7313 0.1882
H -1.0532 0.1414 0.5318
H -1.3653 -1.3456 -1.4583
H -0.9091 -2.3741 -0.1361
H -0.1768 -2.7236 -1.6748
H 2.0222 -1.2805 -2.2360
H 1.7343 0.4707 -1.9896
H 0.6794 -0.6736 -2.9361
H -0.0591 1.8615 -1.4752
H -0.0086 2.2826 2.2361
```

The HOMO energy (spin up / spin down) comes out at -6.84 / -6.72 eV. Its total charge is 0.


Most stable pick: w. Distance to second place: 5.426 eV.


--- w ---
ORCA calculation (the ωB97M-V functional and the def2-TZVPD basis) on 2 unconnected molecules or ions with the total composition C3H6FNOS.

Geometry as XYZ:
```
13
Properties=species:S:1:pos:R:3
O 4.5233 0.8424 0.9096
C 4.2438 0.2955 -0.1203
F 3.7352 1.0803 -1.1125
S 4.1865 -1.3582 -0.4833
H 3.2195 -1.3250 -1.5358
C 0.6417 -0.3048 1.1829
N 0.3635 -0.0576 -0.0169
C -0.8053 0.7867 -0.3872
H 0.0824 0.2254 1.9665
H 1.5021 -0.8609 1.3448
H -1.6547 0.0828 -0.2475
H -0.7481 1.6711 0.3334
H -0.7413 1.1309 -1.3331
```

Its structure (SMILES) is O=C(F)S.C=NC. The HOMO energy comes out at -9.51 eV. Its total charge is 0.


--- x ---
ORCA calculation (the ωB97M-V functional and the def2-TZVPD basis) on a molecular structure, C3H6FNOS.

Geometry as XYZ:
```
13
Properties=species:S:1:pos:R:3
C 0.6078 0.7390 0.5317
C 0.7686 1.7053 -0.7769
C -0.4750 -1.3788 0.3696
H -1.5702 1.4934 -0.6665
H 1.5939 -0.2048 0.4403
H 0.4262 1.1409 1.6769
H 1.2114 0.9512 -1.4583
H 1.4668 2.6288 -0.5143
H -1.3239 -1.9031 0.4550
N -0.5581 -0.0747 0.1845
O -1.7060 0.8430 0.1355
F -0.5262 2.0081 -1.3983
S 0.9424 -2.1746 0.5957
```

The HOMO energy comes out at -8.43 eV. Its total charge is 0.


Most stable pick: w. Distance to second place: 3.524 eV.


--- w ---
ORCA calculation (the ωB97M-V functional and the def2-TZVPD basis) on C4H8OS2 in the gas phase.

Geometry as XYZ:
```
15
Properties=species:S:1:pos:R:3
C -2.7466 0.0686 0.1584
S -1.4433 -1.1701 -0.3654
C 0.0719 -0.5144 0.4277
C 0.6186 0.8147 -0.1594
O 2.0112 0.8066 0.1293
C 2.5431 -0.3758 -0.3455
S 1.3913 -1.7971 0.1565
H -2.4168 1.0582 -0.1827
H -3.7978 -0.1191 -0.2758
H -2.9610 0.0916 1.2664
H -0.0030 -0.4571 1.5288
H 0.4887 0.7556 -1.2550
H 0.1007 1.6544 0.2224
H 2.6024 -0.3182 -1.4578
H 3.5405 -0.4980 0.1522
```

Its structure (SMILES) is CS[C@@H]1COCS1. The HOMO energy comes out at -8.80 eV. Its total charge is 0.


--- x ---
ORCA calculation (the ωB97M-V functional and the def2-TZVPD basis) on C4H8OS2 in the gas phase.

Geometry as XYZ:
```
15
Properties=species:S:1:pos:R:3
C -1.6465 -0.4430 -2.3988
O -0.7763 -1.2919 -1.6032
C 0.4805 -0.7397 -1.5494
S 0.6149 0.7570 -0.5123
C 0.3330 0.2098 1.0950
C 0.0820 -1.2762 1.2903
S 0.3017 1.2123 2.3697
H -2.6452 -0.6344 -1.9795
H -1.4416 0.6356 -2.2320
H -1.5950 -0.6916 -3.5547
H 1.1102 -1.5274 -1.2428
H 0.7229 -0.4080 -2.5777
H 0.1629 -1.5319 2.3429
H 0.6800 -1.9901 0.7466
H -0.9436 -1.5309 0.9808
```

Its structure (SMILES) is COCSC(C)=S. The HOMO energy comes out at -8.58 eV. Its total charge is 0.


Most stable pick: w. Distance to second place: 0.340 eV.


--- w ---
ORCA calculation (the ωB97M-V functional and the def2-TZVPD basis) on C6H10IN in the gas phase.

Geometry as XYZ:
```
18
Properties=species:S:1:pos:R:3
C -0.5004 -1.6431 0.3413
C -1.0967 -0.3224 -0.4468
C -0.3810 1.8538 0.8839
C -0.0700 2.2256 -0.5653
C 0.9413 -1.9463 -0.0925
C -0.3770 0.8726 -0.1826
N 1.8646 -1.1213 0.5748
I 3.1167 0.0962 -0.3146
H -0.6330 -1.2701 1.3223
H -1.2172 -2.5004 0.2089
H -1.2018 -0.5891 -1.5700
H -2.1005 -0.3120 0.0201
H 0.5858 1.9562 1.4578
H -1.4189 2.0506 1.3667
H -0.5437 2.9057 -1.1930
H 1.0038 2.6086 -0.7516
H 1.2258 -2.9461 0.1454
H 0.8021 -1.9185 -1.2048
```

The HOMO energy (spin up / spin down) comes out at -7.30 / -8.64 eV. Its total charge is 0.


--- x ---
ORCA calculation (the ωB97M-V functional and the def2-TZVPD basis) on 3 unconnected molecules or ions with the total composition C6H10IN.

Geometry as XYZ:
```
18
Properties=species:S:1:pos:R:3
C -1.8988 -0.6430 -0.1500
C -2.3447 0.5851 -0.3258
N -2.5861 1.7222 -0.7030
H -1.5349 -0.8194 0.7981
H -1.9562 -1.3881 -1.0205
H -3.4799 2.1108 -0.4370
C 0.2736 1.2417 1.8958
C 1.2373 0.3698 1.1257
C 1.8257 -0.4637 0.4946
C 2.4779 -1.6981 -0.0193
H -0.0036 0.5058 2.6309
H -0.6410 1.5237 1.2826
H 0.7922 2.1279 2.3471
H 3.1103 -2.1616 0.7661
H 3.1300 -1.3119 -0.8762
H 1.7296 -2.3364 -0.4704
I -0.3501 -0.1300 -4.2479
H 0.2186 0.7654 -3.0907
```

Its structure (SMILES) is C=C=N.CC#CC.I. The HOMO energy comes out at -9.02 eV. Its total charge is 0.


Most stable pick: x. Distance to second place: 2.248 eV.